Entry 1:
# C14H42HgO18S

C14H42HgO18S as an isolated structure in a non-equilibrium geometry (ωB97M-V/def2-TZVPD, the OMol25 dataset).

Output
**Largest force on an atom**: 6.28 eV Å⁻¹
**LUMO**: -1.858 eV
**Orbital gap**: 0.2429 hartree
**Spin multiplicity**: 1

Each line ends with the Mulliken charge.
Positions of all 76 atoms, in Å:
Hg1 -2.2571 1.2384 -0.5726  0.924
S1 0.2002 -0.2859 -0.5503  0.380
O1 -0.7937 -0.0631 0.4994  0.630
O2 -0.3742 0.5812 -1.5177  -0.429
O3 1.4946 0.1906 -0.0654  -0.409
O4 0.2166 -1.6621 -1.0534  -1.109
C1 -3.8022 -1.6865 -1.1412  -0.273
C2 -4.0210 -1.2920 0.3456  -0.388
O5 -4.0462 0.0964 0.4343  -0.598
O6 -2.8222 -0.8582 -1.7104  -0.469
H1 -4.7318 -1.4187 -1.6434  0.377
H2 -3.6070 -2.7575 -1.1941  0.140
H3 -3.1879 -1.7168 0.9057  0.199
H4 -4.9572 -1.7635 0.6444  0.503
H5 -4.3398 0.3192 1.3207  0.276
H6 -2.2402 -1.4334 -2.2123  0.162
C3 3.2412 2.6990 1.3175  -0.437
C4 3.5467 1.4406 2.1053  -0.258
O7 2.3106 0.7622 2.2766  -0.380
O8 3.0360 2.3625 0.0039  -0.600
H7 4.1569 3.2873 1.2580  0.480
H8 2.4584 3.3156 1.7592  0.029
H9 3.9608 1.6115 3.0989  0.388
H10 4.2053 0.7583 1.5679  0.040
H11 1.9872 0.4044 1.4465  0.133
H12 2.4430 1.6095 -0.0510  0.602
C5 0.3281 3.2427 -4.5437  -0.510
C6 -0.9188 3.5349 -5.4146  -0.589
O9 -1.8398 2.4832 -5.5916  -0.503
O10 -0.0058 2.9428 -3.2482  -0.412
H13 0.9784 4.1173 -4.5222  0.294
H14 0.9409 2.4241 -4.9211  0.387
H15 -0.5925 3.9527 -6.3670  0.386
H16 -1.4651 4.4061 -5.0532  0.327
H17 -1.4081 1.8087 -6.1209  0.302
H18 0.2485 2.0313 -3.0862  0.094
C7 4.2039 -2.0390 0.6484  -0.537
C8 3.1054 -2.5937 1.6143  0.496
O11 2.5695 -3.7821 1.1497  -0.590
O12 3.6288 -1.3423 -0.4932  -0.637
H19 4.9336 -2.7730 0.3066  0.397
H20 4.8602 -1.3481 1.1777  0.220
H21 2.3137 -1.8528 1.7253  -0.424
H22 3.4758 -2.8628 2.6034  0.405
H23 1.8347 -3.6016 0.5588  0.438
H24 2.9130 -0.7295 -0.3094  0.396
C9 -0.3891 -0.8903 3.7231  0.095
C10 -0.4898 0.6689 4.0289  -0.173
O13 -1.8065 1.1706 4.3069  -0.614
O14 -1.4599 -1.1631 2.7954  -0.613
H25 -0.4633 -1.5603 4.5797  0.456
H26 0.6017 -0.9987 3.2819  -0.326
H27 0.0992 1.2807 3.3455  -0.198
H28 0.0345 0.8351 4.9699  0.598
H29 -2.2578 0.6003 4.9335  0.300
H30 -1.1941 -0.7525 1.9693  0.120
C11 -1.6243 3.3243 1.8285  -0.952
C12 -0.3675 3.2408 0.9744  0.784
O15 -0.7317 3.0460 -0.3831  -0.496
O16 -2.1584 2.0009 1.8336  -0.471
H31 -2.3750 4.0974 1.6645  0.354
H32 -1.3978 3.5639 2.8674  0.364
H33 0.3175 2.4249 1.2051  -0.501
H34 0.1555 4.1916 1.0771  0.577
H35 0.0692 3.1380 -0.9043  0.244
H36 -2.1027 1.5963 2.7024  0.211
C13 0.1734 -4.8962 -1.7138  -0.722
C14 -1.2629 -4.5864 -2.1013  -0.415
O17 -1.2502 -3.3917 -2.7677  -0.627
O18 0.5857 -4.1033 -0.5825  -0.697
H37 0.8343 -4.6745 -2.5517  0.308
H38 0.2273 -5.9565 -1.4671  0.408
H39 -2.0031 -4.6368 -1.3027  0.161
H40 -1.6687 -5.3697 -2.7415  0.428
H41 -0.7237 -2.7939 -2.2320  0.572
H42 0.4468 -3.1641 -0.7247  0.971

***

Entry 2:
# C26H51BF4N4O14P

A 5-piece molecular cluster, C26H51BF4N4O14P overall in a non-equilibrium geometry (ωB97M-V/def2-TZVPD, the OMol25 dataset).

Output
**Largest force on an atom**: 9.31 eV Å⁻¹
**LUMO**: -4.067 eV
**Net charge**: +1
**Orbital gap**: 0.2915 hartree
**Spin multiplicity**: 1

Each line ends with the Mulliken charge.
Positions of all 101 atoms, in Å:
C1 3.2769 1.8913 -0.2681  -0.675
C2 3.1065 0.6377 0.7790  -0.563
P1 2.2095 -0.7817 -0.2006  0.399
C3 1.8621 -2.2009 1.0580  -1.052
C4 0.5939 -0.0346 -0.8964  -0.007
N1 -0.6042 0.5448 -0.1662  -0.249
C5 -1.7108 1.0060 -1.1331  0.333
N2 -2.9304 1.5433 -0.8472  0.311
C6 -3.2641 1.6758 0.6551  -0.912
C7 -3.4479 0.2307 1.4048  -0.646
C8 -4.8725 0.0228 2.1868  0.890
F1 -4.5313 -0.6552 3.4933  -0.285
F2 -5.5805 1.2699 2.5546  -0.246
F3 -5.7259 -0.9699 1.4525  -0.245
C9 -4.0178 1.9746 -1.7921  -0.891
B1 -3.8283 3.5993 -2.1498  0.632
O1 -3.6744 4.5503 -0.9974  -0.538
O2 -3.8456 4.1612 -3.5166  -0.535
N3 -1.1678 0.7420 -2.5049  0.350
C10 -1.6520 0.9631 -3.9088  -0.662
N4 0.0993 0.1431 -2.3350  -0.085
F4 0.9740 -0.3153 -3.2653  -0.054
H1 3.9568 2.7505 0.1879  0.137
H2 3.7789 1.5012 -1.2506  0.265
H3 2.2031 2.3045 -0.4917  0.173
H4 2.5138 0.9696 1.7409  0.335
H5 4.1373 0.2178 1.1421  0.375
H6 1.9689 -1.8582 2.1898  0.319
H7 0.7856 -2.6486 0.9053  0.322
H8 2.6467 -3.0837 0.9269  0.281
H9 -4.1706 2.4094 0.7491  0.559
H10 -2.3088 2.2043 1.1299  0.378
H11 -3.4021 -0.5970 0.5457  0.260
H12 -2.5291 0.1087 2.1512  0.290
H13 -5.0461 1.9213 -1.1889  0.399
H14 -4.1634 1.3072 -2.7420  0.217
H15 -2.7397 4.9317 -1.0126  0.306
H16 -2.8686 4.3937 -3.7029  0.314
H17 -2.6399 0.3055 -4.0383  0.309
H18 -1.9351 2.0915 -4.0542  0.180
H19 -0.9008 0.6091 -4.7507  0.302
C11 7.8061 7.1259 3.5087  -1.088
C12 7.7133 5.7082 2.9735  -0.165
O3 6.3476 5.2811 2.8956  -0.343
C13 5.6449 5.7534 1.8382  0.757
O4 6.0695 6.4910 0.9615  -0.551
O5 4.3740 5.2874 1.9333  -0.328
C14 3.4979 5.7890 0.9274  -0.666
H20 7.2723 7.2144 4.4605  0.294
H21 8.8496 7.4174 3.6568  0.355
H22 7.3451 7.8413 2.8197  0.308
H23 8.2201 5.0270 3.6642  0.285
H24 8.2088 5.6086 2.0000  0.303
H25 3.9054 5.6246 -0.0750  0.320
H26 3.3081 6.8542 1.0980  0.328
H27 2.5484 5.2516 1.0042  0.197
C15 1.3286 -8.4464 4.4066  -1.096
C16 1.2961 -7.6344 3.1243  -0.178
O6 1.8032 -6.3123 3.3451  -0.337
C17 3.1520 -6.2046 3.4091  0.739
O7 3.9549 -7.1181 3.2907  -0.548
O8 3.4610 -4.9066 3.6559  -0.301
C18 4.8539 -4.6696 3.8420  -0.670
H28 0.8109 -7.9157 5.2122  0.294
H29 0.8556 -9.4215 4.2607  0.358
H30 2.3565 -8.6116 4.7460  0.308
H31 0.2592 -7.5253 2.7914  0.282
H32 1.8444 -8.1318 2.3149  0.313
H33 5.4410 -5.0641 3.0067  0.319
H34 5.1825 -5.1118 4.7888  0.302
H35 5.0115 -3.5885 3.8918  0.217
C19 6.1260 1.7188 -6.7654  -1.102
C20 6.8344 0.6125 -6.0044  -0.158
O9 6.0501 0.1802 -4.8856  -0.348
C21 5.0178 -0.6468 -5.1776  0.711
O10 4.7099 -1.0514 -6.2887  -0.553
O11 4.3632 -0.9295 -4.0230  -0.276
C22 3.1913 -1.7204 -4.2022  -0.524
H36 5.8514 2.5361 -6.0906  0.287
H37 6.7642 2.1128 -7.5611  0.366
H38 5.1971 1.3571 -7.2186  0.306
H39 7.7770 0.9965 -5.6020  0.294
H40 7.0827 -0.2340 -6.6564  0.311
H41 3.4076 -2.6322 -4.7676  0.378
H42 2.4172 -1.1290 -4.7031  0.245
H43 2.8213 -2.0090 -3.2142  0.081
C23 -8.9939 -1.0665 2.2888  -0.764
C24 -9.0867 -2.4842 1.7537  -0.219
O12 -10.4524 -2.9113 1.6757  -0.330
C25 -11.1551 -2.4391 0.6183  0.732
O13 -10.7305 -1.7014 -0.2584  -0.564
O14 -12.4260 -2.9051 0.7135  -0.327
C26 -13.3021 -2.4034 -0.2925  -0.612
H44 -9.5277 -0.9781 3.2406  0.322
H45 -7.9504 -0.7751 2.4370  0.033
H46 -9.4549 -0.3512 1.5998  0.294
H47 -8.5799 -3.1655 2.4443  0.330
H48 -8.5912 -2.5838 0.7802  0.289
H49 -12.8946 -2.5678 -1.2949  0.287
H50 -13.4919 -1.3382 -0.1219  0.287
H51 -14.2516 -2.9409 -0.2156  0.227

***

Entry 3:
# FH3OSi

A 2-piece molecular cluster, FH3OSi overall in a non-equilibrium geometry (ωB97M-V/def2-TZVPD, the OMol25 dataset).

Output
**Largest force on an atom**: 2.10 eV Å⁻¹
**LUMO**: -0.923 eV
**Orbital gap**: 0.3131 hartree
**Spin multiplicity**: 1
**Energy above the lowest of the compared OMol25 structures with the same formula, charge and spin**: 72.0 kcal per mole

Each line ends with the Mulliken charge.
Positions of all 6 atoms, in Å:
O1 -2.1937 -0.2873 0.4297  -0.625
F1 2.0704 0.9972 -1.1914  -0.238
Si1 1.3214 0.0956 -0.0324  0.346
H1 -2.2717 0.0207 -0.4444  0.323
H2 -1.3948 -0.8443 0.4253  0.270
H3 2.4684 0.0180 0.8132  -0.077

***

Entry 4:
# C29H32N6OPdS

C29H32N6OPdS as an isolated structure (ωB97M-V/def2-TZVPD, the OMol25 dataset).

Output
**Largest force on an atom**: 0.33 eV Å⁻¹
**LUMO**: -13.612 eV
**Net charge**: +4
**Orbital gap**: 0.2365 hartree
**Spin multiplicity**: 1

Each line ends with the Mulliken charge.
Positions of all 70 atoms, in Å:
Pd1 -0.1138 -0.2825 -0.9898  -0.154
C1 -2.6954 0.4228 0.1717  -1.262
N1 -1.4013 1.0897 -0.2701  0.319
C2 -0.6971 1.7370 0.8920  -1.058
C3 0.0013 0.6692 1.6865  0.836
C4 0.1868 0.7196 3.0527  -1.101
C5 0.8644 -0.3200 3.6820  -0.422
C6 1.3119 -1.3980 2.9285  -1.108
C7 1.0863 -1.3998 1.5662  -0.450
N2 0.4733 -0.3720 0.9611  0.820
C8 -1.6650 2.0432 -1.4035  -1.373
C9 -1.8072 1.2518 -2.6749  1.050
C10 -2.5853 1.6354 -3.7443  -1.090
C11 -2.5774 0.8550 -4.8985  -0.383
C12 -1.8001 -0.2928 -4.9434  -1.013
C13 -1.0485 -0.6386 -3.8357  -0.274
N3 -1.0555 0.1256 -2.7388  0.704
C14 -2.6822 -1.0727 0.0430  0.732
C15 -3.7481 -1.8519 0.4519  -1.100
C16 -3.6797 -3.2265 0.2717  -0.414
C17 -2.5479 -3.7853 -0.3121  -1.010
C18 -1.5167 -2.9548 -0.6957  -0.573
N4 -1.5979 -1.6268 -0.5151  0.590
H1 -2.8895 0.7132 1.2046  0.632
H2 -3.5040 0.8316 -0.4353  0.619
H3 0.0311 2.4441 0.4931  0.466
H4 -1.4167 2.2958 1.4916  0.603
H5 -0.1958 1.5572 3.6222  0.574
H6 1.0226 -0.2958 4.7531  0.487
H7 1.8161 -2.2367 3.3894  0.504
H8 1.3740 -2.2370 0.9419  0.713
H9 -2.5511 2.6398 -1.1828  0.667
H10 -0.8195 2.7301 -1.4761  0.513
H11 -3.1875 2.5333 -3.6852  0.572
H12 -3.1798 1.1431 -5.7510  0.481
H13 -1.7750 -0.9219 -5.8226  0.520
H14 -0.4302 -1.5255 -3.8082  0.578
H15 -4.6198 -1.3924 0.9009  0.593
H16 -4.5033 -3.8565 0.5838  0.477
H17 -2.4637 -4.8521 -0.4678  0.513
H18 -0.6108 -3.3301 -1.1521  0.702
C19 4.7204 4.4536 -3.5047  -1.335
C20 4.5187 2.9562 -3.2925  -0.079
C21 4.2493 2.6641 -1.8182  -0.884
N5 4.0973 1.2089 -1.5851  -0.046
C22 3.0046 0.5332 -1.4633  0.663
S1 1.4760 1.3287 -1.6040  -0.163
N6 3.1482 -0.8418 -1.2093  -0.003
C23 2.3206 -1.7724 -1.9203  -0.474
O1 1.0533 -1.7379 -1.7733  0.306
C24 2.9439 -2.7347 -2.7365  1.001
C25 4.3601 -2.8138 -2.8161  -0.417
C26 4.9529 -3.7719 -3.6031  -0.933
C27 4.1564 -4.6622 -4.3231  -0.362
C28 2.7568 -4.6062 -4.2569  -0.978
C29 2.1533 -3.6607 -3.4726  -0.165
H19 4.9157 4.6587 -4.5548  0.371
H20 5.5715 4.8223 -2.9323  0.358
H21 3.8373 5.0229 -3.2113  0.360
H22 5.4103 2.4101 -3.6094  0.357
H23 3.6811 2.5909 -3.8943  0.268
H24 3.3460 3.1609 -1.4620  0.339
H25 5.0825 2.9873 -1.1942  0.437
H26 4.9551 0.6623 -1.5606  0.347
H27 3.2358 -1.0541 -0.2184  0.397
H28 4.9731 -2.1320 -2.2467  0.465
H29 6.0303 -3.8400 -3.6630  0.469
H30 4.6275 -5.4156 -4.9428  0.463
H31 2.1647 -5.3118 -4.8231  0.475
H32 1.0744 -3.6174 -3.4114  0.283

***

Entry 5:
# F2HN

A 2-piece molecular cluster, F2HN overall in a non-equilibrium geometry (ωB97M-V/def2-TZVPD, the OMol25 dataset).

Output
**Largest force on an atom**: 3.31 eV Å⁻¹
**LUMO (alpha / beta)**: -1.163 / -3.593 eV
**Orbital gap (alpha / beta)**: 0.3948 / 0.2832 hartree
**Spin multiplicity**: 1
**Energy above the lowest of the compared OMol25 structures with the same formula, charge and spin**: 66.8 kcal per mole

Each line ends with the Mulliken charge.
Positions of all 4 atoms, in Å:
N1 0.1867 0.6428 -0.5869  -0.116
F1 2.5145 -0.2348 0.0041  -0.107
F2 0.2611 1.7170 0.1678  -0.044
H1 -0.4798 -0.1214 -0.0218  0.267

***

Entry 6:
# C3H7ClFN

One molecule with the formula C3H7ClFN in a non-equilibrium geometry (ωB97M-V/def2-TZVPD, the OMol25 dataset).

Output
**Largest force on an atom**: 2.67 eV Å⁻¹
**SMILES string**: C[C@@H](N)[C@@H](F)Cl
**LUMO**: 0.867 eV
**Orbital gap**: 0.3954 hartree
**Spin multiplicity**: 1
**Energy above the lowest of the compared OMol25 structures with the same formula, charge and spin**: 14.7 kcal per mole

Each line ends with the Mulliken charge.
Positions of all 13 atoms, in Å:
C1 1.0658 -0.6216 0.6937  -1.234
C2 -0.1954 -0.2905 -0.0937  0.140
C3 -0.0517 0.9249 -0.9628  0.055
H1 1.8222 -0.7201 -0.0492  0.364
H2 0.8960 -1.6086 1.1288  0.372
H3 1.3687 0.0315 1.5472  0.294
H4 -0.5102 -1.0550 -0.7560  0.407
H5 -2.1320 0.2071 0.1132  0.218
H6 -1.5255 -0.6609 1.3731  0.233
H7 -1.0063 1.2469 -1.2739  0.320
N1 -1.3355 0.0938 0.7466  -0.721
F1 0.6189 1.8555 -0.2123  -0.272
Cl1 0.9850 0.5968 -2.2548  -0.177

***

no.,DFT total energy (Ha)
1,-2464.36931
2,-3058.82007
3,-466.37577
4,-2052.69998
5,-254.83450
6,-733.30193